A molecular structure, C19H40Cl4F2HgN3O9S2. Source: OMol25; level of theory: ωB97M-V/def2-TZVPD.

Atoms and positions in Å:
S: -1.362 -0.288 -0.827
H: 1.479 4.089 1.295
C: 1.083 3.513 -1.909
H: 0.433 3.210 -2.717
H: 2.184 -4.077 -3.999
N: -3.323 4.010 -0.961
H: 2.388 1.149 -1.143
H: 0.031 -3.704 -1.147
Cl: -0.243 5.388 5.599
O: 0.882 -2.739 2.539
C: 1.429 -3.748 -3.284
C: 2.967 0.544 -3.173
O: -2.336 -0.053 1.914
H: 1.443 -2.662 -3.370
H: -3.878 2.441 1.868
H: -3.849 2.524 -2.465
C: 3.009 1.542 2.867
H: -4.251 -3.369 -1.310
C: 2.430 3.862 -1.945
Hg: 1.697 -1.737 0.477
C: 3.055 0.823 1.541
H: 1.198 0.255 -1.941
H: 3.830 1.185 0.865
H: 1.308 -5.220 -1.679
C: -0.942 4.641 4.058
H: -1.941 -3.914 3.699
C: -3.807 2.787 -1.419
H: 3.692 4.638 -0.286
H: -2.006 -5.024 -2.446
S: -1.043 0.314 1.305
H: -4.192 -5.060 -1.304
O: -1.175 0.961 -1.612
H: 3.428 -1.372 -1.931
O: 0.935 -3.468 -0.923
H: 2.916 -0.330 -3.821
H: 2.334 1.307 -3.627
H: 3.055 4.006 -2.814
H: 2.281 0.992 3.462
O: 3.342 -0.528 1.713
C: 2.761 4.200 -0.614
C: 1.654 -4.204 -1.871
H: 0.449 -4.097 -3.609
H: -2.140 -3.131 -0.307
H: 0.456 -4.257 3.817
H: 4.052 -0.672 2.344
H: -0.173 -4.473 2.246
C: 2.280 0.304 -1.823
H: 2.720 -4.157 -1.646
N: 0.659 3.503 -0.556
O: -1.794 -3.920 -0.729
F: -0.083 0.051 2.539
H: 1.227 -2.393 3.366
H: -1.443 -2.277 3.993
H: -2.757 4.829 0.900
H: -4.824 1.176 -0.265
H: 2.097 0.996 1.052
C: -3.879 -4.205 -1.903
C: -4.257 2.092 -0.333
H: -1.997 -2.674 2.421
Cl: -0.595 5.749 2.699
H: -0.276 3.283 -0.244
C: -2.354 -4.087 -2.010
C: 1.689 3.985 0.241
O: 2.764 -0.984 -1.356
O: -0.838 1.726 1.100
O: -2.714 -0.815 -0.685
C: -0.049 -3.715 3.018
F: -0.781 -1.345 -1.924
C: -3.240 3.998 0.407
H: 2.694 2.584 2.815
H: 3.953 1.535 3.412
C: -1.412 -3.074 3.249
Cl: -0.196 3.026 3.724
C: -3.804 2.806 0.854
H: -4.447 -4.351 -2.821
H: 3.970 0.966 -3.103
N: -0.209 -0.676 0.434
Cl: -2.622 4.402 4.319
H: -2.044 -3.287 -2.682
H: -2.979 4.693 -1.621

The multiplicity is 1. As for the lowest unoccupied orbital energy: -4.968 eV. As for the net charge: +1.

Okay, here come the Mulliken numbers, in e, for every atom: number 1, S, carries 0.60; number 2, H, carries 0.42; number 3, C, carries -0.73; number 4, H, carries 0.53; number 5, H, carries 0.38; number 6, N, carries 0.05; number 7, H, carries -0.45; number 8, H, carries 0.02; number 9, Cl, carries -0.11; number 10, O, carries -0.36; number 11, C, carries -0.99; number 12, C, carries -1.70; number 13, O, carries -0.63; number 14, H, carries 0.16; number 15, H, carries 0.44; number 16, H, carries 0.45; number 17, C, carries -1.30; number 18, H, carries 0.28; number 19, C, carries -0.58; number 20, Hg, carries 2.56; number 21, C, carries 0.83; number 22, H, carries -0.17; number 23, H, carries 0.43; number 24, H, carries 0.41; number 25, C, carries 0.15; number 26, H, carries 0.43; number 27, C, carries -0.75; number 28, H, carries 0.44; number 29, H, carries 0.37; number 30, S, carries 0.61; number 31, H, carries 0.34; number 32, O, carries -0.41; number 33, H, carries 0.25; number 34, O, carries -0.30; number 35, H, carries 0.55; number 36, H, carries 0.36; number 37, H, carries 0.56; number 38, H, carries 0.31; number 39, O, carries -0.52; number 40, C, carries -0.84; number 41, C, carries -0.39; number 42, H, carries 0.31; number 43, H, carries 0.14; number 44, H, carries 0.38; number 45, H, carries 0.28; number 46, H, carries 0.25; number 47, C, carries 1.23; number 48, H, carries 0.41; number 49, N, carries 0.40; number 50, O, carries -0.61; number 51, F, carries -0.39; number 52, H, carries 0.18; number 53, H, carries 0.33; number 54, H, carries 0.45; number 55, H, carries 0.46; number 56, H, carries -0.66; number 57, C, carries -1.27; number 58, C, carries -0.62; number 59, H, carries 0.14; number 60, Cl, carries -0.09; number 61, H, carries 0.13; number 62, C, carries 0.14; number 63, C, carries -0.29; number 64, O, carries -0.69; number 65, O, carries -0.22; number 66, O, carries -0.53; number 67, C, carries -0.38; number 68, F, carries -0.31; number 69, C, carries -0.74; number 70, H, carries 0.18; number 71, H, carries 0.44; number 72, C, carries -0.95; number 73, Cl, carries -0.04; number 74, C, carries 0.08; number 75, H, carries 0.37; number 76, H, carries 0.39; number 77, N, carries 0.08; number 78, Cl, carries -0.05; number 79, H, carries 0.13; number 80, H, carries 0.23

***

A molecular structure, C19H40F3GaO2P. Source: OMol25; level of theory: ωB97M-V/def2-TZVPD.

Atoms and positions in Å:
H: 4.872 1.068 0.150
C: 0.243 4.530 -0.401
H: 0.923 5.083 2.115
O: 0.446 0.283 2.543
P: 0.018 1.325 1.434
H: 2.585 5.947 1.898
H: 1.233 1.965 0.946
H: -3.597 -0.530 -0.727
H: 1.048 -5.306 -2.622
H: 2.909 0.948 -0.011
H: -4.361 -0.446 1.651
H: -2.722 0.428 2.123
H: -1.384 -3.931 0.631
C: 3.972 2.964 1.887
H: -0.735 2.398 2.095
H: -1.018 4.164 -2.337
C: 0.229 -7.000 -1.574
H: -0.669 -1.153 -0.470
H: -0.396 0.466 -2.945
C: -1.353 -4.712 -0.139
C: 2.694 3.724 2.579
C: 0.125 -5.559 -2.084
H: 0.339 -7.668 -2.439
C: -3.878 3.158 2.202
H: 1.290 1.990 -1.376
H: -1.721 1.872 -2.606
H: 4.216 3.297 0.790
C: 1.841 4.581 0.089
C: 3.853 0.828 0.701
H: 3.113 4.246 3.567
H: 1.329 -6.608 0.263
C: -4.495 1.917 1.592
Ga: -1.126 0.409 -0.387
H: -0.166 -3.517 -1.481
H: -0.697 -7.300 -1.073
C: -0.104 -4.502 -0.998
C: -3.669 0.486 1.407
H: -1.295 -5.666 0.397
H: 3.901 -0.339 0.945
H: -0.679 -5.506 -2.824
H: 1.892 2.935 2.977
C: -3.208 0.423 -0.168
C: 0.519 2.407 -2.155
F: -2.924 3.084 3.353
H: -2.747 -3.686 -1.442
H: 4.976 3.142 2.509
C: 2.022 4.918 1.682
C: 1.410 -7.219 -0.642
O: 3.702 1.502 2.005
H: -2.687 -5.441 -1.697
H: 1.455 -8.267 -0.329
C: 0.086 3.973 -1.938
H: 1.058 2.326 -3.217
H: -3.601 1.356 -0.774
H: -0.447 3.975 0.368
F: -5.910 1.901 1.086
H: -3.506 -4.785 -0.277
H: 0.771 -4.455 -0.340
C: -2.644 -4.654 -0.940
H: 2.351 -6.972 -1.142
H: 2.308 5.499 -0.512
H: 0.804 4.641 -2.618
F: -4.264 4.480 1.596
H: -0.096 5.669 -0.419
H: 2.305 3.567 -0.266
C: -0.735 1.344 -2.210

The multiplicity is 1. As for the lowest unoccupied orbital energy: 2.649 eV. As for the net charge: -1.

Okay, here come the Mulliken numbers, in e, for every atom: number 1, H, carries 0.29; number 2, C, carries -0.32; number 3, H, carries 0.22; number 4, O, carries -0.77; number 5, P, carries 0.49; number 6, H, carries 0.29; number 7, H, carries -0.12; number 8, H, carries 0.23; number 9, H, carries 0.40; number 10, H, carries 0.06; number 11, H, carries 0.29; number 12, H, carries 0.28; number 13, H, carries 0.36; number 14, C, carries -0.41; number 15, H, carries -0.12; number 16, H, carries 0.32; number 17, C, carries -0.40; number 18, H, carries -0.11; number 19, H, carries 0.24; number 20, C, carries -0.41; number 21, C, carries -0.48; number 22, C, carries -0.85; number 23, H, carries 0.35; number 24, C, carries 0.17; number 25, H, carries -0.54; number 26, H, carries 0.23; number 27, H, carries 0.32; number 28, C, carries -0.21; number 29, C, carries -0.38; number 30, H, carries 0.33; number 31, H, carries 0.29; number 32, C, carries 0.26; number 33, Ga, carries -0.15; number 34, H, carries 0.25; number 35, H, carries 0.24; number 36, C, carries -0.34; number 37, C, carries -0.32; number 38, H, carries 0.29; number 39, H, carries 0.24; number 40, H, carries 0.33; number 41, H, carries 0.19; number 42, C, carries -0.65; number 43, C, carries 0.35; number 44, F, carries -0.23; number 45, H, carries 0.24; number 46, H, carries 0.24; number 47, C, carries -0.55; number 48, C, carries -1.17; number 49, O, carries -0.35; number 50, H, carries 0.32; number 51, H, carries 0.37; number 52, C, carries -0.72; number 53, H, carries 0.33; number 54, H, carries 0.32; number 55, H, carries -0.08; number 56, F, carries -0.30; number 57, H, carries 0.37; number 58, H, carries 0.31; number 59, C, carries -1.16; number 60, H, carries 0.29; number 61, H, carries 0.32; number 62, H, carries 0.28; number 63, F, carries -0.27; number 64, H, carries 0.35; number 65, H, carries 0.10; number 66, C, carries -0.75

***

2 unconnected molecules or ions with the total composition C19H40F3N2OSi. Source: OMol25; level of theory: ωB97M-V/def2-TZVPD.

Atoms and positions in Å:
N: -0.858 -1.762 2.912
H: -2.893 4.152 -4.709
C: -0.856 -1.979 0.464
C: 0.452 -2.359 3.458
H: -0.518 0.700 -5.025
Si: -0.210 1.901 -4.227
H: -1.610 3.406 -2.821
H: 0.096 0.181 2.862
C: -1.894 -1.630 4.035
H: -2.564 -0.434 5.650
H: -2.287 1.716 -2.872
C: 0.370 -4.975 3.204
H: -3.955 2.678 -4.375
H: -0.471 -1.604 6.468
H: 3.979 2.331 -2.010
C: -1.663 -0.491 5.030
H: 1.208 -1.577 3.369
C: 2.134 0.532 -3.033
C: 0.665 3.171 -5.355
H: 0.318 -2.533 4.523
C: -2.910 3.010 -4.693
H: 1.041 -5.768 2.860
C: 1.203 5.720 -5.875
F: 0.427 6.332 -6.882
H: -0.612 -4.467 5.083
O: 2.656 -0.045 -0.701
H: 1.955 -0.582 -3.221
H: 1.007 -1.005 0.941
H: 0.342 3.020 -6.445
F: 2.253 5.087 -6.555
H: -1.393 -3.595 1.871
C: -1.901 2.555 -3.534
H: 0.112 0.670 -2.085
H: 4.367 1.590 -0.617
H: -2.557 -2.292 1.729
H: 2.712 0.911 -3.933
C: -0.593 -0.403 2.252
H: -1.554 0.113 2.172
C: -0.055 -0.757 0.883
H: 1.054 -3.542 1.731
H: 1.069 2.238 -2.054
H: 1.786 2.969 -5.323
C: -1.490 -2.523 1.739
C: 1.004 -3.630 2.820
H: -0.270 -6.177 4.874
C: -0.478 -0.628 5.979
H: -1.955 -2.601 4.531
C: 0.124 -5.175 4.694
H: -0.570 -5.144 2.673
H: 0.411 4.865 -3.904
C: 3.041 0.595 -1.706
H: 0.472 -0.475 5.463
H: -0.221 -2.720 -0.026
C: 0.309 4.703 -5.020
H: -2.591 2.547 -5.673
H: -2.856 -1.443 3.552
C: 0.802 1.346 -2.702
H: -1.605 0.472 4.516
H: -0.769 4.932 -5.315
H: 1.048 -5.069 5.267
H: -1.636 -1.712 -0.253
H: -0.158 0.067 0.177
H: -0.540 0.134 6.759
N: 4.258 1.407 -1.632
H: 2.051 -3.690 3.141
F: 1.770 6.735 -5.104

The multiplicity is 1. As for the lowest unoccupied orbital energy: -2.236 eV. As for the net charge: +1.

Okay, here come the Mulliken numbers, in e, for every atom: number 1, N, carries 0.55; number 2, H, carries 0.27; number 3, C, carries -0.85; number 4, C, carries -0.49; number 5, H, carries -0.15; number 6, Si, carries -0.03; number 7, H, carries 0.31; number 8, H, carries 0.51; number 9, C, carries -0.72; number 10, H, carries 0.43; number 11, H, carries 0.33; number 12, C, carries -0.27; number 13, H, carries 0.30; number 14, H, carries 0.28; number 15, H, carries 0.30; number 16, C, carries -0.40; number 17, H, carries 0.14; number 18, C, carries -0.39; number 19, C, carries -0.54; number 20, H, carries 0.44; number 21, C, carries -0.97; number 22, H, carries 0.43; number 23, C, carries 0.78; number 24, F, carries -0.27; number 25, H, carries 0.23; number 26, O, carries -0.52; number 27, H, carries 0.30; number 28, H, carries 0.18; number 29, H, carries 0.38; number 30, F, carries -0.26; number 31, H, carries 0.01; number 32, C, carries -0.41; number 33, H, carries -0.48; number 34, H, carries 0.32; number 35, H, carries 0.53; number 36, H, carries 0.29; number 37, C, carries -1.26; number 38, H, carries 0.47; number 39, C, carries -0.09; number 40, H, carries 0.10; number 41, H, carries 0.46; number 42, H, carries 0.38; number 43, C, carries -0.45; number 44, C, carries -0.85; number 45, H, carries 0.42; number 46, C, carries -1.14; number 47, H, carries 0.47; number 48, C, carries -1.22; number 49, H, carries 0.18; number 50, H, carries 0.33; number 51, C, carries 0.26; number 52, H, carries 0.27; number 53, H, carries 0.36; number 54, C, carries -0.55; number 55, H, carries 0.26; number 56, H, carries 0.39; number 57, C, carries 0.06; number 58, H, carries 0.24; number 59, H, carries 0.10; number 60, H, carries 0.31; number 61, H, carries 0.41; number 62, H, carries 0.35; number 63, H, carries 0.44; number 64, N, carries -0.60; number 65, H, carries 0.58; number 66, F, carries -0.27

***

For reference, maximum force by record: 10.2, 5.3, 3.1 eV/A.